{"formula": "C35H60F3NO22P", "method": "the ωB97M-V functional and the def2-TZVPD basis", "lumo_energy_ev": -2.57, "homo_ev": -11.1, "molar_mass_g_mol": 934.8, "charge": 1, "gap_ev": 8.54, "species": ["C", "C", "O", "O", "C", "O", "C", "P", "C", "C", "C", "N", "C", "C", "C", "C", "C", "C", "C", "O", "C", "C", "O", "C", "F", "F", "F", "O", "C", "C", "C", "O", "H", "H", "H", "H", "H", "H", "H", "H", "H", "H", "H", "H", "H", "H", "H", "H", "H", "H", "H", "H", "H", "H", "H", "H", "H", "H", "H", "H", "H", "H", "C", "O", "C", "O", "O", "C", "H", "H", "H", "H", "H", "H", "C", "O", "C", "O", "O", "C", "H", "H", "H", "H", "H", "H", "C", "O", "C", "O", "O", "C", "H", "H", "H", "H", "H", "H", "C", "O", "C", "O", "O", "C", "H", "H", "H", "H", "H", "H", "C", "O", "C", "O", "O", "C", "H", "H", "H", "H", "H", "H"], "coordinates": [[1.462374, 3.673845, 2.402376], [0.061637, 4.395989, 2.465861], [-0.002954, 5.556631, 2.257039], [-1.093120, 3.606152, 2.830563], [-1.580616, 3.003864, 1.663778], [-1.223062, 3.484833, 0.615166], [-2.568441, 1.782657, 1.742060], [-1.766684, 0.263123, 0.978493], [-0.109263, 0.141478, 1.839552], [0.913508, -0.822054, 1.106882], [2.353999, -0.157677, 1.061110], [3.441098, -1.140677, 0.931516], [4.266960, -0.931711, -0.276086], [3.329789, -1.145026, -1.535153], [2.393635, -2.272323, -1.475628], [1.467790, -2.505397, -2.581984], [1.515113, -1.589766, -3.723327], [2.473690, -0.494403, -3.796238], [3.418960, -0.242776, -2.688291], [4.359714, 0.777650, -2.694238], [-1.567147, 0.639719, -0.830449], [-2.435213, -0.224343, -1.816118], [-1.931832, -1.553965, -1.993579], [-3.981770, -0.233806, -1.520963], [-4.465393, -1.389608, -0.999692], [-4.621593, -0.088356, -2.788557], [-4.416134, 0.827176, -0.717939], [-2.747953, -0.997900, 1.332390], [-2.159531, -2.294776, 1.015096], [-1.867632, -3.194241, 2.254518], [-1.376829, -4.594845, 1.670718], [-0.882962, -2.648262, 3.139446], [1.420766, 2.786870, 3.087112], [1.667788, 3.319763, 1.352471], [2.234494, 4.402831, 2.750589], [-3.497621, 2.099532, 1.210626], [-2.741866, 1.579206, 2.831207], [0.379322, 1.162913, 1.872384], [-0.259182, -0.154302, 2.911575], [0.506860, -1.054344, 0.088205], [1.031429, -1.771019, 1.692621], [2.541731, 0.408391, 2.025119], [2.364447, 0.640936, 0.258364], [4.068788, -1.091713, 1.740107], [4.691073, 0.117272, -0.345617], [5.157357, -1.624029, -0.304096], [2.380422, -2.918680, -0.565491], [0.747491, -3.348720, -2.508015], [0.781666, -1.762146, -4.550604], [2.470233, 0.175222, -4.686783], [3.918198, 1.639055, -2.812890], [-1.817839, 1.718121, -1.034337], [-0.492118, 0.505084, -1.147176], [-2.322785, 0.257492, -2.831467], [-2.150827, -1.837221, -2.901370], [-1.246341, -2.232763, 0.358625], [-2.923023, -2.845283, 0.395912], [-2.838913, -3.437670, 2.782964], [-2.154239, -4.919272, 0.916657], [-1.287630, -5.384127, 2.454833], [-0.430662, -4.469552, 1.067714], [-0.724089, -3.341825, 3.806901], [-0.139920, -9.478745, 0.870004], [-1.139923, -8.713075, 1.544161], [-1.960019, -9.438821, 2.316397], [-1.913329, -10.629202, 2.472061], [-2.840933, -8.604017, 2.884523], [-3.785548, -9.246808, 3.742569], [0.460197, -8.788547, 0.279158], [0.511449, -9.978434, 1.587676], [-0.598739, -10.203647, 0.196993], [-3.278719, -9.737700, 4.573936], [-4.388685, -9.962601, 3.183371], [-4.443427, -8.477277, 4.143093], [-6.729210, 1.159657, -1.898841], [-8.099058, 1.384616, -1.563521], [-8.447424, 2.675034, -1.537249], [-7.715072, 3.607956, -1.765110], [-9.740006, 2.751393, -1.216081], [-10.251848, 4.084227, -1.150729], [-6.554119, 0.089525, -1.894346], [-6.521287, 1.541940, -2.899443], [-6.077417, 1.620824, -1.172399], [-10.169727, 4.576141, -2.120539], [-9.733004, 4.658824, -0.382539], [-11.304748, 4.019356, -0.883086], [10.860295, -0.884252, 0.134945], [9.645857, -1.521246, -0.259733], [9.217610, -1.181612, -1.487071], [9.760377, -0.415508, -2.238123], [8.079187, -1.846045, -1.726565], [7.504009, -1.581006, -3.007276], [11.110043, -1.230125, 1.136514], [11.674084, -1.157296, -0.537406], [10.734000, 0.198852, 0.166334], [8.183941, -1.882747, -3.804554], [7.243928, -0.525803, -3.102152], [6.592164, -2.171312, -3.087174], [-5.799196, 5.306334, -2.396466], [-5.432497, 6.172968, -3.474189], [-5.406307, 7.470387, -3.150363], [-5.657261, 7.934577, -2.067871], [-5.052174, 8.163240, -4.239945], [-4.983123, 9.574813, -4.039344], [-5.787017, 4.287811, -2.772038], [-5.077780, 5.384503, -1.579520], [-6.800613, 5.533055, -2.046600], [-4.232075, 9.820811, -3.287736], [-5.957835, 9.971316, -3.752993], [-4.688887, 10.027487, -4.984716], [7.593438, 1.527788, 1.211078], [7.596996, 2.263232, 2.435065], [6.410385, 2.292378, 3.043622], [5.403870, 1.761440, 2.640236], [6.531764, 3.005207, 4.166988], [5.328808, 3.119285, 4.924884], [8.598672, 1.562958, 0.794925], [7.330816, 0.483897, 1.389391], [6.908406, 1.981363, 0.493370], [4.982394, 2.136680, 5.248134], [4.556437, 3.629148, 4.346992], [5.551352, 3.715825, 5.807547]], "forces_ev_per_a": [[-1.24, -0.66, 0.48], [2.22, 0.63, -0.39], [-0.87, -0.37, 0.42], [-0.42, -1.63, -1.26], [0.62, 1.10, -0.14], [-0.51, -1.15, 0.03], [0.61, 0.50, 0.98], [0.03, 0.88, 1.47], [0.48, -0.09, -0.25], [0.30, 0.06, 0.50], [-0.31, 0.72, 0.56], [0.57, 0.36, -0.27], [-0.32, 0.50, -1.34], [0.12, -0.37, -0.33], [-0.21, 1.35, -2.17], [1.74, 1.87, 0.45], [0.82, -0.08, 1.36], [0.03, -0.78, 1.56], [-2.42, -2.40, 0.11], [-0.87, -0.27, 0.03], [-0.04, -0.59, -0.81], [0.46, 0.13, -1.08], [-0.55, 0.73, 0.31], [-1.35, 0.13, -1.29], [0.73, 1.55, -0.43], [1.47, -0.29, 2.29], [1.79, -1.99, -0.94], [1.76, 1.78, -0.71], [0.14, -2.00, -0.25], [-0.24, -1.54, -0.61], [-0.58, 0.79, -0.99], [-0.66, -0.33, -0.17], [0.33, 0.72, -0.59], [-0.22, 0.51, 1.05], [-0.75, -0.66, -0.47], [0.68, -0.48, 0.47], [-0.16, -0.05, -1.01], [-0.94, -0.79, -0.29], [-0.20, 0.12, -1.00], [0.81, 0.02, 0.72], [-0.40, 0.80, -0.66], [-0.51, -0.56, -0.86], [0.16, -0.89, 0.61], [-0.50, 0.06, -0.34], [-0.45, -1.00, 0.15], [-1.07, 0.48, 0.15], [0.11, 0.71, -0.94], [0.61, 0.79, -0.30], [0.92, 0.33, 0.72], [0.08, -0.63, 0.82], [0.23, -0.56, -0.14], [0.17, -0.95, 0.68], [-1.03, -0.01, 0.48], [-0.40, 0.00, 1.23], [0.15, 0.11, 0.56], [-0.79, 0.28, 0.75], [0.71, 0.72, 0.70], [0.91, 0.70, -0.35], [0.73, 0.03, 0.93], [0.03, 0.72, -0.63], [-0.75, -0.15, 0.93], [0.02, 0.54, -0.32], [0.30, -0.16, -0.22], [-0.14, 0.09, 0.11], [-0.03, 0.04, 0.00], [0.00, 0.20, -0.03], [0.18, 0.04, -0.13], [-0.31, -0.12, 0.26], [-0.19, 0.14, 0.13], [-0.15, -0.09, -0.04], [0.02, -0.05, 0.17], [-0.01, -0.09, -0.15], [0.16, -0.06, 0.06], [0.18, 0.12, -0.16], [-0.54, 0.17, -0.26], [-0.08, 0.15, 0.02], [-0.35, -0.17, 0.09], [-0.50, -0.67, 0.26], [0.30, -0.08, -0.07], [-0.26, 0.38, 0.04], [-0.58, 0.06, 0.12], [0.02, 0.05, 0.09], [-0.46, 0.37, -0.15], [0.14, 0.00, 0.10], [0.08, -0.01, -0.15], [0.11, -0.26, -0.02], [0.37, 0.14, 0.16], [-0.28, 0.03, -0.26], [0.03, -0.16, 0.20], [-0.10, -0.08, 0.14], [0.12, 0.06, 0.18], [-0.21, 0.05, -0.34], [-0.26, -0.14, -0.08], [-0.10, 0.15, -0.05], [0.07, -0.06, -0.17], [0.02, 0.15, 0.07], [0.15, -0.04, -0.04], [0.10, -0.05, 0.24], [0.19, 0.04, 0.11], [0.18, 0.25, -0.02], [0.01, -0.10, -0.16], [0.06, -0.06, -0.15], [-0.03, -0.16, 0.11], [0.04, 0.39, -0.04], [0.03, 0.23, -0.25], [-0.09, 0.16, 0.01], [0.21, 0.13, 0.00], [-0.16, -0.04, 0.06], [0.10, -0.06, 0.13], [-0.02, -0.27, -0.04], [0.14, -0.22, -0.42], [-0.22, 0.01, 0.13], [0.37, 0.13, 0.07], [-0.13, 0.03, 0.09], [-0.05, -0.14, -0.24], [-0.24, 0.07, 0.29], [0.01, 0.16, 0.25], [-0.11, 0.10, -0.02], [-0.06, -0.11, 0.10], [-0.04, 0.05, -0.14], [0.02, -0.15, -0.03], [0.22, -0.02, -0.15]]}